Here is C5H6OS2 in the gas phase at a distorted geometry from the OMol25 dataset. Energies are from ωB97M-V/def2-TZVPD.

Last columns: bonded neighbours and bond lengths (Å).
CARTESIAN COORDINATES (ANGSTROEM)
1 C -2.391 -2.193 0.507  C2 1.514, H6 1.080, H7 1.093, H8 1.117
2 C -1.671 -0.866 0.391  C1 1.514, C3 1.466, C4 1.358
3 C -2.450 0.339 0.687  C2 1.466, H9 1.109, O12 1.227
4 C -0.395 -0.788 -0.067  C2 1.358, H10 1.074, S13 1.764
5 C 2.181 0.034 -0.535  H11 1.125, S13 1.746, S14 1.625
6 H -3.184 -2.190 -0.225  C1 1.080
7 H -1.681 -3.002 0.318  C1 1.093
8 H -2.830 -2.241 1.533  C1 1.117
9 H -1.870 1.283 0.633  C3 1.109
10 H -0.036 -1.615 -0.652  C4 1.074
11 H 2.219 -1.083 -0.657  C5 1.125
12 O -3.649 0.352 0.944  C3 1.227
13 S 0.607 0.664 -0.113  C4 1.764, C5 1.746
14 S 3.451 1.016 -0.787  C5 1.625

Results
Lowest unoccupied orbital energy, eV: -0.81
Gap between HOMO and LUMO, eV: 8.24
HOMO energy, eV: -9.049
Spin multiplicity: 1
SMILES: C/C(C=O)=C/SC=S